(1)
C16H39AlF3O16S5 as an isolated structure, computed with ωB97M-V with the def2-TZVPD basis set.

Results
molecular weight	731.8	g mol⁻¹
HOMO energy	-11.6551	eV
DFT total energy	-4369.32598	Eh

The geometry in ORCA input format:
```
! wB97M-V def2-TZVPD RIJCOSX def2/J DEFGRID3
* xyz 1 1
Al -12.45 -2.25 -5.64
C -13.97 -2.20 -10.39
F -13.07 -1.35 -9.87
F -14.86 -1.45 -11.06
F -13.28 -3.06 -11.12
S -14.84 -3.09 -8.96
O -14.87 -4.50 -9.26
O -14.09 -2.74 -7.73
O -16.14 -2.43 -8.93
C -13.76 -3.46 -0.67
C -14.05 -3.56 -2.20
C -15.56 -3.47 -2.44
O -13.30 -2.67 -2.91
H -14.27 -4.29 -0.19
H -14.16 -2.54 -0.26
H -12.71 -3.59 -0.39
H -13.84 -4.59 -2.53
H -15.79 -3.54 -3.50
H -16.04 -2.61 -1.97
H -15.98 -4.37 -1.99
O -11.11 -6.85 -7.38
S -11.13 -5.61 -8.12
O -11.68 -4.42 -7.52
O -9.65 -5.22 -8.68
C -8.77 -6.32 -8.92
C -7.76 -5.94 -10.01
C -11.95 -5.95 -9.71
H -9.36 -7.13 -9.35
H -8.29 -6.64 -8.00
H -6.95 -6.68 -10.04
H -7.23 -5.01 -9.81
H -8.14 -5.98 -11.03
H -11.46 -6.81 -10.17
H -12.01 -5.03 -10.28
H -12.97 -6.27 -9.47
O -10.63 -1.09 -3.91
S -10.03 -0.77 -2.64
O -9.05 0.27 -2.55
O -11.27 -0.38 -1.62
C -11.03 0.35 -0.42
C -11.90 -0.18 0.72
C -9.55 -2.26 -1.76
H -11.28 1.39 -0.64
H -9.97 0.34 -0.18
H -12.90 -0.39 0.33
H -11.95 0.48 1.58
H -11.49 -1.14 1.03
H -10.43 -2.90 -1.72
H -9.15 -1.89 -0.82
H -8.68 -2.71 -2.24
O -9.73 -0.15 -9.78
S -9.91 -1.43 -9.15
O -10.77 -1.60 -7.99
O -10.33 -2.55 -10.25
C -9.74 -2.44 -11.58
C -10.39 -3.37 -12.56
C -8.31 -2.09 -8.63
H -8.72 -2.79 -11.44
H -9.94 -1.43 -11.94
H -9.95 -3.29 -13.54
H -11.45 -3.18 -12.69
H -10.27 -4.35 -12.08
H -7.74 -2.29 -9.53
H -8.48 -2.99 -8.03
H -7.85 -1.46 -7.87
O -15.00 1.91 -4.55
S -13.98 1.31 -3.73
O -13.15 0.27 -4.28
O -12.97 2.42 -3.17
C -13.55 3.69 -2.77
C -12.38 4.48 -2.23
C -14.62 0.68 -2.17
H -14.40 3.63 -2.09
H -13.93 4.12 -3.69
H -12.67 5.46 -1.87
H -11.56 4.46 -2.95
H -12.00 3.92 -1.37
H -14.92 1.48 -1.49
H -13.81 0.13 -1.69
H -15.43 0.01 -2.46
*
```

=====

(2)
C16H39As2F12N4O13 as an isolated structure, computed with ωB97M-V with the def2-TZVPD basis set.

Results
molecular weight	873.3	g mol⁻¹
HOMO energy	-7.0789	eV
DFT total energy	-7500.66586	Eh

The geometry in ORCA input format:
```
! wB97M-V def2-TZVPD RIJCOSX def2/J DEFGRID3
* xyz -1 1
C -1.53 -0.03 -5.16
C -0.33 -0.08 -4.23
C 0.96 0.46 -4.82
O 1.98 -0.08 -3.98
C 3.32 0.00 -4.51
N -0.30 0.71 -2.93
H 0.58 0.43 -2.47
H -0.28 1.76 -3.20
H -1.12 0.57 -2.31
H -1.52 0.97 -5.64
H -2.46 -0.17 -4.60
H -1.45 -0.92 -5.81
H -0.15 -1.14 -3.93
H 1.06 1.52 -4.81
H 1.13 0.15 -5.91
H 3.93 -0.58 -3.77
H 3.54 1.10 -4.63
H 3.34 -0.37 -5.54
C -1.35 2.86 4.58
C 0.09 2.43 4.82
O 0.53 1.39 4.23
N 0.76 3.15 5.72
H 2.58 -0.59 -0.96
H 0.29 3.96 6.11
C 2.11 2.74 6.22
H -1.32 3.51 3.68
H -1.88 3.45 5.36
H -1.86 1.89 4.42
H 2.21 1.69 5.83
H 2.20 2.75 7.38
H 2.84 3.41 5.83
C -3.58 1.49 2.29
C -4.08 0.35 3.16
O -4.03 0.58 4.37
N -4.53 -0.81 2.58
H -4.46 -0.88 1.56
H -1.82 -1.07 2.37
C -5.08 -1.87 3.39
H -3.94 2.48 2.66
H -3.81 1.33 1.24
H -2.56 1.43 2.44
H -6.03 -2.17 3.02
H -5.11 -1.43 4.31
H -4.55 -2.77 3.44
C 0.84 -3.98 -1.95
C 2.27 -4.30 -2.06
O 2.67 -5.43 -1.74
N 3.13 -3.35 -2.60
H 2.85 -2.41 -2.40
H -0.41 -0.28 5.02
C 4.57 -3.79 -2.70
H 0.21 -4.90 -2.25
H 0.55 -3.18 -2.64
H 0.50 -3.78 -0.94
H 5.00 -3.08 -3.40
H 4.64 -4.75 -3.17
H 4.98 -3.81 -1.73
As 0.86 4.26 -2.28
F 0.21 3.34 -3.74
F -0.27 3.35 -1.24
F 1.42 4.99 -0.83
F 1.94 5.14 -3.22
F -0.40 5.39 -2.61
F 1.94 2.90 -2.09
As -2.72 -1.54 -0.99
F -4.35 -1.87 -0.50
F -2.21 -0.95 0.60
F -1.03 -1.31 -1.50
F -3.05 -2.10 -2.59
F -3.18 0.04 -1.57
F -2.36 -3.14 -0.48
O -1.36 -0.69 3.16
C -1.51 -1.55 4.19
O -2.08 -2.60 4.16
O -0.85 -1.13 5.20
H 0.94 0.72 2.75
O 3.37 -1.11 1.09
C 4.10 -1.13 -0.04
O 5.17 -1.60 -0.01
O 3.50 -0.82 -1.18
H 2.54 -0.65 1.08
O 0.04 1.85 0.94
C 0.82 0.79 0.76
O 1.09 0.24 -0.31
O 1.43 0.40 1.94
H -0.14 2.26 0.07
*
```

=====

(3)
C16H39Br2O10P2S as an isolated structure, computed with ωB97M-V with the def2-TZVPD basis set.

Results
molecular weight	645.3	g mol⁻¹
HOMO energy	-11.7220	eV
DFT total energy	-7614.17369	Eh

The geometry in ORCA input format:
```
! wB97M-V def2-TZVPD RIJCOSX def2/J DEFGRID3
* xyz 1 1
C -6.31 -0.45 0.04
C -6.02 0.97 -0.49
Br -7.14 1.47 -1.99
C -6.00 2.02 0.62
Br -4.68 3.40 0.27
S -7.51 2.95 0.98
C -8.84 1.77 1.43
O -9.02 0.71 0.56
O -10.25 0.88 -0.12
H -7.19 -0.89 -0.44
H -6.52 -0.44 1.11
H -5.46 -1.10 -0.14
H -5.01 0.96 -0.89
H -5.72 1.58 1.58
H -7.85 3.44 -0.23
H -9.76 2.36 1.52
H -8.58 1.39 2.42
H -9.98 1.03 -1.04
O -2.32 -2.26 -1.89
P -1.03 -1.77 -2.38
O -0.31 -0.74 -1.42
C 0.03 -1.11 -0.07
C 1.15 -2.11 0.01
O -1.29 -0.79 -3.64
C -2.60 -0.64 -4.18
C -3.30 0.54 -3.56
O 0.16 -2.63 -2.94
C 0.06 -3.35 -4.19
C 0.66 -2.56 -5.33
H -0.87 -1.48 0.44
H 0.32 -0.18 0.42
H 0.85 -3.08 -0.41
H 1.45 -2.27 1.04
H 2.01 -1.77 -0.57
H -3.18 -1.55 -4.04
H -2.48 -0.50 -5.25
H -3.22 0.50 -2.47
H -4.35 0.55 -3.84
H -2.85 1.48 -3.88
H -0.98 -3.61 -4.38
H 0.61 -4.27 -4.04
H -0.04 -1.83 -5.74
H 0.95 -3.24 -6.13
H 1.54 -2.01 -4.99
O 4.52 -0.45 3.58
P 5.40 0.29 2.68
O 6.25 -0.61 1.69
C 5.61 -1.52 0.79
C 4.86 -0.81 -0.32
O 6.61 0.93 3.52
C 6.65 0.84 4.95
C 7.51 -0.32 5.40
O 5.01 1.52 1.78
C 4.68 2.79 2.38
C 5.87 3.73 2.38
H 4.93 -2.17 1.35
H 6.40 -2.14 0.38
H 4.01 -0.26 0.08
H 4.48 -1.54 -1.04
H 5.51 -0.10 -0.84
H 5.65 0.77 5.36
H 7.08 1.78 5.30
H 7.22 -1.24 4.87
H 7.41 -0.49 6.47
H 8.56 -0.14 5.17
H 4.27 2.65 3.38
H 3.88 3.21 1.75
H 6.52 3.55 3.24
H 5.53 4.76 2.44
H 6.47 3.59 1.48
*
```

=====

(4)
C16H39CaF9N7O13P2S3 as an isolated structure, computed with ωB97M-V with the def2-TZVPD basis set.

Results
molecular weight	906.7	g mol⁻¹
ΔE to the lowest compared entry with this formula, charge and spin	0.00	kcal per mole
HOMO energy	-6.1097	eV
DFT total energy	-5448.45221	Eh

The geometry in ORCA input format:
```
! wB97M-V def2-TZVPD RIJCOSX def2/J DEFGRID3
* xyz -1 1
Ca 0.22 0.18 0.31
C 4.27 -1.61 1.92
F 5.46 -1.53 2.53
F 4.22 -2.65 1.02
F 3.30 -1.90 2.83
S 3.85 0.01 0.90
O 4.39 1.02 1.80
O 4.45 -0.22 -0.46
O 2.39 0.12 0.81
C -3.05 -1.34 3.33
F -3.17 -0.19 3.96
F -3.60 -2.28 4.06
F -3.70 -1.31 2.19
S -1.21 -1.74 3.01
O -0.72 -0.76 2.05
O -0.59 -1.71 4.36
O -1.16 -3.07 2.37
C 0.73 1.49 -4.39
F 0.14 1.73 -5.53
F 1.60 0.49 -4.56
F 1.27 2.61 -3.96
S -0.56 1.02 -3.09
O -1.54 2.13 -3.11
O -1.22 -0.22 -3.53
O 0.10 0.86 -1.79
C -4.02 -1.29 -0.86
N -3.29 -0.05 -0.83
O -3.68 0.97 -1.38
O -2.30 0.05 -0.12
H -5.04 -1.01 -1.15
H -4.06 -1.80 0.10
H -3.64 -1.93 -1.66
O 0.00 2.29 0.88
P -0.31 3.68 1.19
N -1.13 4.44 -0.08
C -0.39 4.73 -1.31
C -2.51 4.07 -0.28
N 1.05 4.70 1.60
C 2.36 4.06 1.94
C 1.01 6.19 1.57
N -1.37 3.85 2.54
C -1.81 5.16 3.04
C -1.54 2.71 3.47
H -1.12 4.87 -2.11
H 0.24 3.89 -1.61
H 0.15 5.67 -1.20
H -3.00 4.84 -0.88
H -3.03 3.99 0.67
H -2.57 3.17 -0.88
H 2.17 3.33 2.73
H 2.71 3.52 1.06
H 3.10 4.74 2.35
H 0.12 6.52 1.04
H 1.06 6.63 2.56
H 1.93 6.54 1.11
H -2.76 4.97 3.54
H -1.07 5.62 3.69
H -1.78 5.87 2.22
H -2.46 2.89 4.03
H -0.65 2.60 4.10
H -1.73 1.80 2.90
O 0.68 -1.91 -0.47
P 0.78 -3.21 -1.21
N 1.40 -4.46 -0.13
C 1.72 -4.07 1.27
C 1.37 -5.90 -0.44
N 1.80 -3.22 -2.59
C 1.94 -4.41 -3.38
C 2.91 -2.21 -2.59
N -0.72 -3.86 -1.80
C -1.43 -3.18 -2.87
C -1.65 -4.18 -0.72
H 2.73 -4.40 1.53
H 1.19 -4.66 2.01
H 1.63 -3.00 1.48
H 1.87 -6.09 -1.39
H 0.32 -6.18 -0.44
H 1.83 -6.46 0.38
H 1.02 -4.99 -3.49
H 2.25 -4.17 -4.40
H 2.74 -5.08 -3.08
H 3.73 -2.61 -2.00
H 3.33 -1.94 -3.56
H 2.57 -1.36 -2.01
H -0.86 -3.03 -3.79
H -2.21 -3.84 -3.25
H -1.92 -2.24 -2.62
H -1.21 -4.90 -0.03
H -2.52 -4.55 -1.27
H -1.83 -3.24 -0.19
*
```

=====

(5)
C16H39F2O22PS4V2 as an isolated structure, computed with ωB97M-V with the def2-TZVPD basis set.

Results
expectation value of S²	2.09
molecular weight	882.6	g mol⁻¹
HOMO energy (alpha / beta)	-15.2727 / -15.2729	eV
DFT total energy	-6309.73831	Eh

The geometry in ORCA input format:
```
! wB97M-V def2-TZVPD RIJCOSX def2/J DEFGRID3
* xyz 2 3
O 3.54 2.56 -0.98
V 2.27 3.16 -1.63
O -3.39 1.34 -3.28
V -3.11 1.59 -1.78
O -1.31 5.40 -2.62
C -0.89 4.21 -2.19
O 0.32 4.01 -1.96
O -1.75 3.29 -2.07
H -2.16 5.13 -3.02
O 1.12 1.53 -1.07
P 0.12 0.50 -0.69
O -1.33 0.70 -1.03
F 0.28 0.17 0.81
F 0.60 -0.83 -1.36
O -1.36 -0.38 -3.80
S -0.64 -1.17 -4.78
O -0.69 -2.61 -4.83
O -1.00 -0.59 -6.24
C -0.52 -1.29 -7.40
C -1.15 -0.66 -8.63
C 1.12 -0.68 -4.75
H -0.74 -2.36 -7.34
H 0.57 -1.23 -7.53
H -0.68 -1.10 -9.51
H -1.06 0.42 -8.74
H -2.23 -0.79 -8.63
H 1.33 0.28 -5.21
H 1.65 -1.52 -5.19
H 1.37 -0.50 -3.70
O -0.24 -1.40 4.19
S -1.42 -0.65 4.55
O -2.54 -1.32 5.17
O -1.00 0.60 5.46
C 0.26 1.25 5.25
C 0.08 2.70 5.62
C -2.08 0.20 3.08
H 0.61 1.16 4.21
H 1.09 0.85 5.84
H 1.04 3.18 5.43
H -0.07 2.80 6.69
H -0.73 3.22 5.11
H -1.33 0.87 2.68
H -2.99 0.69 3.41
H -2.31 -0.54 2.30
O 3.61 -0.45 0.09
S 3.88 -1.79 0.57
O 5.09 -2.51 0.24
O 3.88 -1.72 2.18
C 2.74 -1.18 2.87
C 3.17 -1.16 4.35
C 2.44 -2.81 0.27
H 1.90 -1.87 2.75
H 2.60 -0.14 2.57
H 2.33 -0.87 4.98
H 4.04 -0.52 4.49
H 3.48 -2.16 4.64
H 1.57 -2.24 0.58
H 2.58 -3.79 0.72
H 2.34 -2.91 -0.81
O -5.02 -2.26 -0.38
S -3.76 -1.93 -0.96
O -3.59 -0.62 -1.56
O -2.56 -2.05 0.13
C -2.63 -3.15 1.06
C -1.24 -3.76 1.13
C -3.26 -3.17 -2.20
H -3.37 -3.93 0.86
H -2.90 -2.76 2.04
H -0.50 -3.11 1.59
H -0.92 -4.10 0.14
H -1.28 -4.63 1.79
H -3.86 -3.05 -3.10
H -3.37 -4.21 -1.91
H -2.22 -2.95 -2.40
C 3.51 2.70 2.65
O 2.12 2.88 2.86
C 1.35 3.25 1.87
O 1.71 3.52 0.74
O 0.11 3.32 2.29
C -0.88 3.88 1.46
H 3.89 2.02 3.41
H 4.08 3.62 2.72
H 3.76 2.26 1.68
H -1.11 3.26 0.59
H -0.63 4.87 1.06
H -1.75 4.07 2.09
*
```

=====

(6)
A 3-piece molecular cluster, C16H39FN5O6S overall, computed with ωB97M-V with the def2-TZVPD basis set.

Results
molecular weight	448.6	g mol⁻¹
HOMO energy	-10.1781	eV
DFT total energy	-1855.90145	Eh

The geometry in ORCA input format:
```
! wB97M-V def2-TZVPD RIJCOSX def2/J DEFGRID3
* xyz 1 1
N 3.57 -0.65 -0.28
C 3.42 -1.87 -0.70
N 4.27 -2.85 -0.11
C 3.67 -4.20 -0.10
C 2.92 -4.50 -1.43
C 1.84 -3.40 -1.70
S 0.36 -3.54 -0.62
O 0.63 -4.16 0.68
O -0.73 -4.29 -1.28
F -0.17 -2.02 -0.35
N 2.45 -2.06 -1.72
H 4.42 -0.39 0.21
H 2.87 0.05 -0.50
H 5.14 -2.88 -0.64
H 3.06 -4.41 0.81
H 4.52 -4.92 -0.05
H 3.67 -4.37 -2.25
H 2.53 -5.53 -1.52
H 1.48 -3.59 -2.74
H 2.81 -1.84 -2.65
C -3.55 -2.62 -0.26
O -4.15 -1.40 0.13
C -3.43 -0.24 -0.27
C -4.12 0.48 -1.42
N -4.04 -0.28 -2.66
C -4.94 0.18 -3.72
C -6.45 0.21 -3.44
O -7.06 -1.06 -3.32
C -6.89 -1.70 -2.07
H -4.02 -3.43 0.30
H -3.70 -2.82 -1.32
H -2.47 -2.63 -0.04
H -2.39 -0.47 -0.51
H -3.42 0.43 0.60
H -3.65 1.46 -1.56
H -5.16 0.64 -1.11
H -4.24 -1.25 -2.47
H -4.78 -0.49 -4.57
H -4.62 1.18 -4.04
H -6.92 0.68 -4.31
H -6.71 0.85 -2.59
H -6.90 -0.99 -1.24
H -5.97 -2.29 -2.06
H -7.72 -2.40 -1.93
C 5.25 2.23 2.92
O 4.11 1.64 2.31
C 3.08 1.26 3.23
C 1.89 2.20 3.16
N 2.20 3.52 3.69
C 1.21 4.56 3.37
C 0.91 4.86 1.89
O 1.97 5.48 1.18
C 2.99 4.61 0.74
H 6.05 2.24 2.19
H 5.05 3.26 3.21
H 5.58 1.66 3.79
H 3.46 1.18 4.25
H 2.75 0.26 2.93
H 1.06 1.77 3.73
H 1.58 2.25 2.10
H 3.10 3.82 3.35
H 1.59 5.48 3.82
H 0.28 4.32 3.88
H 0.09 5.58 1.88
H 0.54 3.98 1.35
H 2.61 3.63 0.45
H 3.76 4.51 1.52
H 3.47 5.07 -0.12
*
```